# 1
Molecular formula: C10H15BrO2Si
Method: DFT, the ωB97M-V functional and the def2-TZVPD basis

Each line ends with the Mulliken charge.
Element x y z (Å)
C: -2.25428 2.10031 -3.86857  -0.522
C: -1.89933 2.13770 -2.59932  -0.096
Br: -3.23025 2.34632 -1.20406  -0.166
C: -0.52400 2.08308 -2.11579  0.839
O: 0.28285 1.57298 -2.87430  -0.587
C: -0.33716 2.44649 -0.73923  -0.655
C: 0.56593 1.91238 0.06419  -1.436
C: 1.18013 0.62312 -0.10388  0.909
C: 2.14105 0.31085 -0.99051  -0.632
O: 2.74779 1.22157 -1.77411  -0.545
Si: 0.36025 -0.77424 1.09921  0.279
C: -0.45644 0.17650 2.55795  -1.346
C: 1.61233 -2.24178 1.39006  -1.086
C: -0.88323 -1.45163 -0.18170  -0.963
H: -3.32712 1.91545 -4.30153  0.230
H: -1.43833 2.08501 -4.57393  0.308
H: -0.86043 3.21569 -0.23392  0.541
H: 0.53191 2.34187 0.97052  0.768
H: 2.47029 -0.64655 -1.04734  0.497
H: 2.09584 1.91804 -1.59429  0.448
H: -1.09297 -0.35132 3.24331  0.377
H: 0.24669 0.59728 3.14360  0.517
H: -1.00907 1.02168 2.26674  0.430
H: 0.94925 -3.07622 1.59339  0.333
H: 2.09629 -2.28194 0.53537  0.384
H: 2.22397 -1.87881 2.22753  0.269
H: -0.44160 -2.04588 -0.96361  0.365
H: -1.67572 -2.22359 0.21590  0.321
H: -1.50048 -0.70815 -0.77101  0.218

SMILES = C=C(Br)C(=O)/C=C\C(=C/O)[Si](C)(C)C
Net charge = 0
Kohn-Sham gap = 8.04 eV
Highest occupied orbital energy = -8.50 eV
Spin multiplicity = 1



# 2
Molecular formula: C9H7N4O
Method: DFT, the ωB97M-V functional and the def2-TZVPD basis

Each line ends with the Mulliken charge.
Element x y z (Å)
C: 2.44923 1.11755 0.61751  -0.815
C: 1.19348 1.69337 0.79718  -0.591
C: 2.52917 -0.14129 0.06470  -0.351
C: -0.04047 1.11850 0.45558  0.211
C: 1.32641 -0.75581 -0.17996  0.785
C: 0.06029 -0.19745 -0.07519  0.112
C: -2.46969 0.53335 0.13677  -0.548
C: -2.27436 -0.63418 -0.45228  -0.121
C: -1.50411 1.49723 0.63039  -0.371
N: 1.37437 -2.00238 -0.80139  0.693
N: 1.87484 -2.98868 -1.10996  -0.566
N: -0.94062 -1.05086 -0.62268  0.329
N: -0.36575 -2.18430 -0.95867  0.099
O: -0.81077 -3.16761 -1.46490  -0.534
H: 3.30593 1.71982 0.73263  0.447
H: 1.03664 2.59811 1.41229  0.409
H: 3.42549 -0.64715 -0.38072  0.412
H: -3.55725 0.74663 0.06132  0.339
H: -3.00575 -1.44983 -0.57527  0.413
H: -1.80466 1.69573 1.65429  0.342
H: -1.80244 2.49926 0.05834  0.305

Net charge = +1
Kohn-Sham gap = 7.75 eV
Highest occupied orbital energy = -13.23 eV
Spin multiplicity = 1



# 3
Molecular formula: C2H13NO3
Method: DFT, the ωB97M-V functional and the def2-TZVPD basis

Each line ends with the Mulliken charge.
Element x y z (Å)
C: 0.95761 0.97903 2.66451  -1.034
C: 0.17875 0.22945 1.47444  -0.388
N: 1.13883 0.24319 0.36047  -0.617
H: 0.18438 1.28929 3.37303  0.330
H: 1.53755 0.24326 3.23236  0.274
H: 1.61475 1.71635 2.21399  0.332
H: -0.00710 -0.79323 1.78251  0.325
H: -0.73051 0.81460 1.28632  0.305
H: 1.34438 1.18547 0.07098  0.205
H: 1.99508 -0.23159 0.60545  0.208
O: -1.20158 3.03594 -1.34774  -0.634
H: -1.43698 2.24808 -1.83473  0.327
H: -0.24086 3.13394 -1.28214  0.303
O: -1.40546 -4.29783 -2.49897  -0.641
H: -2.20378 -4.20692 -1.96168  0.316
H: -1.05402 -3.41978 -2.64633  0.325
O: -0.57834 -0.89526 -1.75422  -0.695
H: -0.20937 -0.66905 -2.61657  0.314
H: 0.11667 -0.60492 -1.12168  0.445

SMILES = CCN.O.O.O
Net charge = 0
Kohn-Sham gap = 10.20 eV
Highest occupied orbital energy = -9.70 eV
Spin multiplicity = 1



# 4
Molecular formula: C18H39F6O2SbSe2SiV
Method: DFT, the ωB97M-V functional and the def2-TZVPD basis

Each line ends with the Mulliken spin population.
Element x y z (Å)
V: -0.02916 0.94223 -0.34487  1.204
O: 1.23887 3.25599 -2.58606  0.003
C: 1.60706 4.38110 -1.82335  -0.001
C: 2.20226 4.08314 -0.43027  0.006
C: 3.12266 5.28366 -0.14205  -0.002
O: 3.69278 5.28651 1.15919  -0.001
C: 3.08389 2.83452 -0.46363  0.020
Se: 2.32819 1.06390 -0.03432  -0.043
C: 1.13483 4.02669 0.67739  0.011
Se: -0.70011 3.48319 0.12226  -0.032
H: 0.36969 2.94150 -2.29768  0.002
H: 0.76940 5.08139 -1.71553  -0.001
H: 2.37803 4.88944 -2.41393  0.000
H: 2.55688 6.21107 -0.31035  0.001
H: 3.96693 5.27367 -0.83547  0.000
H: 2.98099 5.11937 1.78744  0.000
H: 3.87087 2.95198 0.28184  -0.004
H: 3.55060 2.73954 -1.44449  -0.003
H: 0.96487 5.03816 1.06460  0.000
H: 1.45299 3.39223 1.50725  0.004
F: -0.71134 0.88956 -1.96259  -0.001
Sb: -4.85505 1.93028 -0.35244  0.000
F: -6.54468 0.83276 0.00284  0.000
F: -3.86100 1.10251 1.38572  0.000
F: -5.80565 3.11119 -1.72490  0.000
F: -3.21681 3.37357 -0.22225  0.000
F: -5.64055 3.13862 0.93297  0.000
C: -2.86496 -1.16777 0.39039  -0.009
C: -1.92264 -2.16810 -0.31051  -0.006
C: -2.32073 -3.57729 0.14848  -0.003
C: -2.22985 -2.05975 -1.81479  -0.004
Si: -0.07954 -1.65369 0.06650  -0.092
C: 1.13345 -2.54976 -1.20224  0.001
C: 0.71476 -3.99900 -1.49695  -0.003
C: 1.15115 -1.77791 -2.53173  0.009
C: 2.59020 -2.60641 -0.71952  -0.003
C: 0.37969 -2.19237 1.88640  -0.001
C: 0.60696 -3.70216 2.05843  -0.003
C: -0.74959 -1.77864 2.84242  -0.002
C: 1.63802 -1.46178 2.37508  0.006
H: -3.89030 -1.29877 0.02860  0.001
H: -2.61429 -0.12520 0.18791  0.015
H: -2.88878 -1.27838 1.47348  -0.001
H: -3.36711 -3.75428 -0.13047  0.000
H: -2.25973 -3.68345 1.23268  0.000
H: -1.71786 -4.36683 -0.30611  0.000
H: -3.30461 -2.21466 -1.96307  0.000
H: -1.70558 -2.80585 -2.41282  0.000
H: -1.99250 -1.07220 -2.20849  0.002
H: -0.25558 -4.06068 -1.98632  0.000
H: 0.67553 -4.61061 -0.59312  0.001
H: 1.45120 -4.45422 -2.17393  0.000
H: 0.15947 -1.65463 -2.96488  0.001
H: 1.77414 -2.32045 -3.25667  0.001
H: 1.57995 -0.78257 -2.40509  0.002
H: 2.71659 -3.24415 0.15514  0.000
H: 2.98870 -1.61929 -0.48887  0.000
H: 3.20920 -3.03064 -1.52217  0.001
H: -0.24116 -4.29430 1.71100  0.000
H: 0.75396 -3.92696 3.12388  0.000
H: 1.49557 -4.04894 1.53120  0.000
H: -1.64411 -2.38856 2.71440  0.001
H: -1.04033 -0.73364 2.71029  0.003
H: -0.41028 -1.90619 3.87872  0.000
H: 2.51005 -1.63264 1.74466  -0.001
H: 1.88263 -1.80590 3.38942  0.000
H: 1.47575 -0.38286 2.41816  0.005
C: -0.91096 1.88263 1.17695  -0.095
H: -2.00669 1.71641 1.30207  0.004
H: -0.37722 1.93464 2.12414  0.007

Net charge = -2
Kohn-Sham gap (alpha / beta) = 5.21 / 5.19 eV
Highest occupied orbital energy (alpha / beta) = -1.37 / -1.37 eV
Spin multiplicity = 2



# 5
Molecular formula: C4H4IN
Method: DFT, the ωB97M-V functional and the def2-TZVPD basis

Each line ends with the Mulliken charge.
Element x y z (Å)
I: -2.61745 -0.48292 -0.06126  0.002
C: -0.44732 -0.48281 -0.45267  -0.444
C: 0.44779 -0.49629 0.78836  -0.279
C: 0.81579 0.92796 0.58184  0.229
N: 0.16893 1.88070 0.05338  -0.374
C: 0.22148 0.81946 -0.92415  -0.365
H: -0.42099 -1.43577 -0.97454  0.399
H: 1.13904 -1.33870 0.97116  0.286
H: -0.12975 -0.58002 1.79132  0.207
H: 0.82247 1.18840 -1.77344  0.339

SMILES = I[C@@H]1CC2=N[C@@H]21
Net charge = 0
Kohn-Sham gap = 7.91 eV
Highest occupied orbital energy = -8.26 eV
Spin multiplicity = 1



# 6
Molecular formula: C30H27IN4O4S2Y
Method: DFT, the ωB97M-V functional and the def2-TZVPD basis

Each line ends with the Mulliken charge.
Element x y z (Å)
Y: -0.12866 -0.10553 -0.16727  0.760
C: 1.93223 0.04490 -4.04084  -0.887
C: 1.17528 -1.18126 -3.63582  0.562
N: 0.65144 -1.94140 -4.57086  -0.533
C: -0.00700 -3.05974 -4.20945  -1.044
C: -0.13724 -3.48000 -2.91107  1.049
C: -0.84562 -4.76907 -2.58778  -1.264
O: 0.03454 -5.75099 -2.04604  -0.541
C: 0.39689 -2.66521 -1.88836  0.455
C: 0.40297 -3.15599 -0.50343  -0.881
N: 0.41138 -2.38081 0.51544  0.571
C: 0.50631 -2.91012 1.82901  0.178
C: -0.00041 -4.15693 2.18250  -0.190
C: 0.09463 -4.61065 3.48759  -1.045
C: 0.69043 -3.82200 4.46092  -0.574
C: 1.18491 -2.56903 4.12999  -0.720
C: 1.08266 -2.11991 2.82250  0.213
I: 1.81463 -0.21799 2.37082  0.188
C: 1.03791 -1.47213 -2.24683  1.011
O: 1.48924 -0.60628 -1.35201  -1.196
H: 1.93626 0.12550 -5.12527  0.357
H: 2.96012 0.00492 -3.67589  0.449
H: 1.47838 0.93883 -3.60975  -0.265
H: -0.44172 -3.63937 -5.01614  0.379
H: -1.36169 -5.13848 -3.47747  0.486
H: -1.60716 -4.60965 -1.82249  0.278
H: 0.66250 -6.01365 -2.72789  0.354
H: 0.45989 -4.23775 -0.38598  1.062
H: -0.48916 -4.77060 1.43659  0.462
H: -0.30553 -5.58183 3.74487  0.415
H: 0.76527 -4.17565 5.48003  0.423
H: 1.64408 -1.94841 4.88678  0.422
C: -2.72778 -1.33208 2.46655  -0.435
C: -2.62242 0.14209 2.26101  0.389
N: -1.66322 0.73230 1.59507  0.209
C: -1.82486 2.10612 1.58891  -0.081
C: -2.92106 2.54974 2.25115  -0.610
S: -3.77871 1.22324 2.89415  -0.197
C: -0.79822 2.92146 0.92288  -0.102
C: -0.72353 4.27485 0.86864  -0.521
S: 0.69047 4.73957 0.03402  -0.173
C: 1.11735 3.11222 -0.20006  0.306
N: 0.25352 2.26896 0.30864  0.240
C: 2.33930 2.69152 -0.94484  -0.843
H: -2.05775 -1.84733 1.78261  -0.352
H: -3.74195 -1.67713 2.26865  0.413
H: -2.46656 -1.59804 3.49201  0.359
H: -3.25720 3.56370 2.38599  0.454
H: -1.40501 5.00038 1.27893  0.441
H: 3.00065 3.53330 -1.13729  0.491
H: 2.05334 2.24037 -1.89517  -0.006
H: 2.88507 1.93713 -0.37743  0.205
C: -1.32129 1.44406 -4.26090  -2.202
C: -1.48808 0.63251 -3.00906  0.971
O: -0.80313 0.97166 -2.01952  -0.077
C: -2.40249 -0.49190 -2.98271  0.997
C: -3.11615 -0.82665 -4.15619  -0.926
C: -4.01056 -1.86352 -4.18883  -1.098
C: -4.22871 -2.60142 -3.01569  -0.450
C: -3.55209 -2.31112 -1.85795  -0.854
C: -2.60669 -1.26514 -1.80847  0.158
O: -1.93994 -1.06453 -0.70610  0.195
H: -0.63023 2.25965 -4.06771  0.300
H: -2.27484 1.84819 -4.60090  0.602
H: -0.92488 0.81312 -5.05906  0.473
H: -2.95021 -0.25377 -5.05734  0.422
H: -4.54222 -2.10333 -5.09815  0.429
H: -4.94063 -3.41797 -3.02269  0.463
H: -3.71076 -2.88320 -0.95233  0.472

Net charge = +1
Kohn-Sham gap = 7.82 eV
Highest occupied orbital energy = -10.66 eV
Spin multiplicity = 1



# 7
Molecular formula: C7H17N2O3P
Method: DFT, the ωB97M-V functional and the def2-TZVPD basis

Each line ends with the Mulliken charge.
Element x y z (Å)
C: 4.06819 -1.15601 1.74441  -1.082
C: -2.26785 3.27777 -2.50224  -1.102
C: -1.50943 -1.35401 2.42627  -1.004
C: 2.78736 -0.76598 1.10391  -0.227
C: -2.29498 1.73704 -2.62225  -0.500
C: 1.64359 -1.97472 0.95383  -0.618
C: -1.36654 1.03472 -1.57276  -0.463
N: 0.64005 -1.37385 0.21263  0.703
N: -1.65516 -0.27985 -1.27361  0.277
O: 0.70382 -1.10707 -0.99610  -0.239
O: -2.22183 -1.08504 -1.89844  -0.279
O: -0.55476 0.91297 1.03735  -0.493
P: -0.72771 -0.54617 1.03599  0.781
H: 4.55487 -2.06158 1.21147  0.334
H: 4.72035 -0.16442 1.81503  0.329
H: 3.87279 -1.55982 2.88655  0.326
H: -3.04575 3.57660 -1.80002  0.323
H: -1.14207 3.47341 -2.27262  0.290
H: -2.57192 3.84947 -3.42137  0.362
H: -2.60125 -1.20862 2.51905  0.383
H: -1.37746 -2.47353 2.64157  0.402
H: -1.27509 -0.88972 3.48064  0.416
H: 2.82964 -0.43738 0.03302  0.381
H: 2.32739 0.17498 1.65131  0.314
H: -1.96922 1.31987 -3.61492  0.368
H: -3.29746 1.45752 -2.52379  0.461
H: 2.21502 -2.66955 0.49695  0.445
H: 1.20944 -2.38539 1.86588  0.273
H: -0.36979 1.09974 -2.02423  0.363
H: -1.32423 1.57860 -0.59350  0.476

Net charge = +2
Kohn-Sham gap (alpha / beta) = 6.05 / 6.05 eV
Highest occupied orbital energy (alpha / beta) = -17.59 / -17.59 eV
Spin multiplicity = 1



# 8
Molecular formula: C30H47F3N4O5
Method: DFT, the ωB97M-V functional and the def2-TZVPD basis

Each line ends with the Mulliken charge.
Element x y z (Å)
N: -1.98299 -4.67273 3.24508  -0.586
C: -1.80084 -3.82968 2.49448  -0.096
C: -1.73431 -2.76000 1.49841  0.016
C: -0.43733 -1.95112 1.74491  -1.406
C: 0.73833 -2.36577 0.83387  -0.802
C: 1.65526 -1.16829 0.65449  0.449
C: 2.30495 -0.67794 1.78862  -0.379
C: 3.13321 0.43733 1.72715  -0.380
C: 3.28549 1.06282 0.49070  -0.264
C: 2.65963 0.57800 -0.64402  -0.837
C: 1.83689 -0.53967 -0.56784  -0.408
C: -3.04332 -1.90864 1.55537  1.866
C: -2.92495 -0.94709 0.45225  -0.647
N: -2.99326 -0.26757 -0.45844  -0.709
C: -3.00090 -1.10050 2.88048  -0.995
C: -4.29718 -0.38717 3.17942  -0.232
O: -5.02475 -0.66762 4.08935  -0.474
C: -4.27281 -2.83971 1.45868  -1.176
C: -5.34592 -2.44809 0.43081  -0.380
C: -6.27379 -1.41839 0.96027  0.408
F: -6.98048 -1.79036 2.04623  -0.365
C: -6.43043 -0.17738 0.49790  0.122
F: -6.83486 0.80971 1.27868  -0.260
F: -6.21421 0.16486 -0.75623  -0.112
H: -1.67711 -3.25210 0.52709  0.745
H: -0.58431 -0.88191 1.60768  0.687
H: -0.16177 -2.07173 2.78950  0.421
H: 1.34047 -3.11685 1.34164  0.281
H: 0.39081 -2.71744 -0.13481  0.511
H: 2.15162 -1.16161 2.74570  0.365
H: 3.60278 0.80599 2.62357  0.339
H: 3.90547 1.94753 0.45940  0.400
H: 2.79913 1.10352 -1.57793  0.360
H: 1.31970 -0.92968 -1.43467  0.389
H: -2.25009 -0.31150 2.82849  0.490
H: -2.71018 -1.74497 3.70862  0.649
H: -4.53071 0.44841 2.49405  0.438
H: -3.99172 -3.86872 1.25531  0.549
H: -4.74771 -2.86282 2.43895  0.534
H: -5.95580 -3.34100 0.26337  0.452
H: -4.95753 -2.18265 -0.54844  -0.030
C: -5.70633 -2.11318 -8.08108  -0.725
O: -4.43547 -1.59289 -7.74057  -0.351
C: -4.43612 -0.19217 -7.48570  -0.795
C: -4.11905 0.08672 -6.03211  -0.126
N: -5.21947 -0.32394 -5.16905  -0.288
C: -4.90402 -0.29001 -3.74109  -0.904
C: -3.84898 -1.26054 -3.22562  0.548
O: -4.23863 -2.62832 -3.30325  -0.381
C: -3.95536 -3.27680 -4.52987  -0.634
H: -5.57163 -3.15952 -8.35048  0.241
H: -6.40321 -2.05721 -7.23800  0.308
H: -6.13126 -1.58386 -8.93910  0.346
H: -5.38509 0.26726 -7.77554  0.410
H: -3.64941 0.24779 -8.10590  0.403
H: -3.94519 1.15864 -5.90185  0.347
H: -3.18912 -0.44529 -5.78859  0.184
H: -5.49119 -1.26698 -5.41448  0.085
H: -5.83425 -0.49876 -3.20864  0.410
H: -4.60805 0.72809 -3.47108  0.371
H: -3.69987 -1.05979 -2.15881  -0.532
H: -2.87175 -1.10649 -3.69935  0.386
H: -3.05626 -2.87655 -5.00485  0.329
H: -4.79783 -3.20494 -5.22342  0.172
H: -3.79432 -4.33475 -4.31840  0.276
C: 9.58207 4.03013 1.52389  -0.729
O: 9.49851 3.18065 2.65275  -0.345
C: 9.57718 3.86651 3.89737  -0.813
C: 8.26627 3.76248 4.64698  -0.192
N: 7.22701 4.54900 3.99273  -0.310
C: 5.88586 4.32895 4.52570  -0.878
C: 5.26495 2.94851 4.33549  -0.567
O: 4.98585 2.62193 2.98381  -0.284
C: 6.07056 2.02097 2.28513  -0.749
H: 9.61295 3.39751 0.63836  0.242
H: 8.71065 4.68971 1.45098  0.311
H: 10.49336 4.63451 1.55294  0.347
H: 9.87031 4.91111 3.76185  0.407
H: 10.35672 3.37526 4.48710  0.389
H: 8.40483 4.13298 5.66657  0.388
H: 7.99983 2.69810 4.70018  0.174
H: 7.22078 4.32391 3.00653  0.096
H: 5.22892 5.05498 4.04028  0.365
H: 5.88835 4.57059 5.59297  0.451
H: 4.29571 2.95968 4.84261  0.367
H: 5.85053 2.15415 4.81224  0.423
H: 6.70841 1.42610 2.94271  0.337
H: 6.66872 2.78255 1.77820  0.180
H: 5.65905 1.36571 1.52132  0.379

SMILES = N#C[C@H](CCc1ccccc1)[C@](C#N)(CC=O)CCC(F)=C(F)F.COCCNCCOC.COCCNCCOC
Net charge = 0
Kohn-Sham gap = 9.15 eV
Highest occupied orbital energy = -8.60 eV
Spin multiplicity = 1